(1)
Formula: C19H29F9N4O4
Source: the Open Molecules 2025 dataset
Level of theory: the ωB97M-V functional and the def2-TZVPD basis

As for the LUMO energy: -2.9 eV. The largest force on an atom comes out at 2.32 eV/Å. The calculation puts the calculated total energy at -58772.199 eV. For the HOMO-LUMO gap, the calculation gives 0.0579 Eh.

```
! RIJCOSX wB97M-V def2-TZVPD def2/J DEFGRID3
* xyz 0 1
C -3.17 -4.52 2.42
N -3.36 -4.24 0.99
C -2.14 -4.37 0.23
N -1.46 -3.05 0.03
N -0.33 -3.00 0.73
C 0.28 -1.87 0.56
C -0.07 -0.78 -0.26
O 0.73 0.27 -0.27
C 0.69 0.97 1.01
C 1.21 2.41 0.86
N 1.59 3.02 2.14
C 2.99 3.45 2.14
C 4.00 2.22 2.19
C 5.05 2.32 3.33
O 4.63 2.11 0.93
C -1.28 -0.89 -1.01
C -1.71 0.30 -1.87
O -0.61 1.03 -2.40
C -0.38 0.58 -3.75
C -1.96 -2.11 -0.77
C -3.31 -2.21 -1.53
F -3.95 -3.40 -1.54
F -2.96 -2.06 -2.85
C -4.40 -1.12 -1.16
F -4.03 -0.24 -0.22
F -4.60 -0.40 -2.30
C -5.85 -1.62 -0.80
F -6.47 -2.20 -1.82
F -6.54 -0.47 -0.60
C -6.04 -2.44 0.53
F -7.27 -2.11 0.98
F -5.21 -2.11 1.50
F -6.11 -3.75 0.32
H -2.48 -3.83 2.92
H -4.15 -4.36 2.91
H -2.92 -5.58 2.60
H -3.97 -4.98 0.65
H -1.48 -5.09 0.75
H -2.29 -4.80 -0.77
H 1.20 -1.77 1.16
H 1.37 0.45 1.71
H -0.33 0.95 1.42
H 2.11 2.42 0.21
H 0.42 3.04 0.41
H 1.43 2.40 2.93
H 3.24 4.02 1.24
H 3.23 4.11 3.00
H 3.37 1.32 2.34
H 4.83 3.16 4.00
H 5.01 1.39 3.94
H 6.06 2.38 2.90
H 5.14 2.95 0.81
H -2.24 1.02 -1.21
H -2.36 0.07 -2.72
H -0.57 -0.51 -3.86
H 0.67 0.72 -4.03
H -1.06 1.12 -4.44
C 5.72 4.28 -2.49
C 6.25 3.11 -1.63
O 6.70 3.61 -0.47
H 6.52 5.00 -2.70
H 5.34 3.91 -3.45
H 4.90 4.81 -1.99
H 6.97 2.57 -2.29
H 5.40 2.38 -1.58
*
```

=====

(2)
Formula: C35H37IN8SSiW
Source: the Open Molecules 2025 dataset
Level of theory: the ωB97M-V functional and the def2-TZVPD basis

As for the LUMO energy: -6.6 eV. The largest force on an atom comes out at 2.78 eV/Å. The calculation puts the calculated total energy at -77444.035 eV. For the HOMO-LUMO gap, the calculation gives 0.2115 Eh.

```
! RIJCOSX wB97M-V def2-TZVPD def2/J DEFGRID3
* xyz 2 1
W -0.02 -0.44 -0.32
C -1.10 -2.60 3.38
C 0.15 -2.95 3.90
C 1.29 -2.51 3.26
C 1.18 -1.73 2.11
N -0.05 -1.36 1.63
C -1.15 -1.80 2.26
C 2.31 -1.24 1.34
C 3.64 -1.36 1.69
C 4.61 -0.73 0.91
C 4.23 0.10 -0.13
C 2.88 0.24 -0.43
N 1.95 -0.54 0.21
C 2.29 1.26 -1.25
C 3.02 2.19 -2.00
C 2.38 3.22 -2.65
C 0.98 3.30 -2.55
C 0.31 2.35 -1.83
N 0.91 1.33 -1.19
H -2.01 -2.95 3.84
H 0.22 -3.56 4.79
H 2.26 -2.77 3.64
H -2.10 -1.49 1.84
H 3.94 -1.91 2.57
H 5.65 -0.84 1.17
H 4.98 0.66 -0.66
H 4.10 2.10 -2.05
H 2.94 3.96 -3.20
H 0.45 4.10 -3.03
H -0.77 2.41 -1.72
C 0.13 2.85 4.94
C 0.02 3.64 3.64
N -0.98 3.11 2.74
C -0.80 2.13 1.86
S 0.76 1.41 1.70
N -1.83 1.76 1.14
N -1.76 0.77 0.23
C -2.94 0.57 -0.37
C -4.15 1.39 -0.06
C -2.98 -0.48 -1.33
C -4.08 -0.72 -2.17
C -4.01 -1.71 -3.11
C -2.86 -2.51 -3.15
C -1.84 -2.26 -2.28
N -1.83 -1.24 -1.39
H 0.84 3.34 5.60
H 0.47 1.84 4.75
H -0.84 2.81 5.45
H 0.99 3.62 3.12
H -0.25 4.68 3.85
H -1.93 3.44 2.85
H -3.99 1.91 0.88
H -5.04 0.76 0.03
H -4.33 2.13 -0.83
H -4.96 -0.11 -2.08
H -4.83 -1.89 -3.80
H -2.78 -3.32 -3.86
H -0.96 -2.90 -2.27
I -1.07 0.84 -6.24
C 0.17 -0.11 -4.84
C 1.35 -0.75 -5.23
C 2.11 -1.36 -4.24
C 1.68 -1.31 -2.92
N 0.55 -0.68 -2.54
C -0.18 -0.10 -3.51
H 1.66 -0.78 -6.26
H 3.02 -1.87 -4.49
H 2.24 -1.82 -2.15
H -1.09 0.41 -3.21
C 2.91 -5.66 -1.37
Si 1.51 -5.37 -0.11
C 0.04 -6.56 -0.31
C 2.22 -5.38 1.66
C 0.85 -3.63 -0.39
C 0.42 -2.50 -0.49
H 3.30 -6.66 -1.26
H 3.74 -4.97 -1.21
H 2.57 -5.54 -2.39
H 0.36 -7.59 -0.13
H -0.38 -6.52 -1.31
H -0.75 -6.34 0.40
H 2.67 -6.34 1.86
H 1.45 -5.21 2.41
H 2.99 -4.62 1.79
*
```

=====

(3)
Formula: C36H99N9O9
Source: the Open Molecules 2025 dataset
Level of theory: the ωB97M-V functional and the def2-TZVPD basis

As for the LUMO energy: 0.6 eV. The energy above the lowest of the compared OMol25 structures with the same formula, charge and spin comes out at 1.519 eV. The largest force on an atom comes out at 2.87 eV/Å. The calculation puts the calculated total energy at -70770.791 eV. As for the SMILES: COC[C@H](C)N.COC[C@H](C)N.COC[C@H](C)N.COC[C@H](C)N.COC[C@H](C)N.COC[C@H](C)N.COC[C@H](C)N.COC[C@H](C)N.COC[C@H](C)N. For the HOMO-LUMO gap, the calculation gives 0.3485 Eh.

```
! RIJCOSX wB97M-V def2-TZVPD def2/J DEFGRID3
* xyz 0 1
C 2.28 2.64 4.86
C 1.43 1.66 5.75
C 1.98 0.25 5.70
O 1.93 -0.18 4.35
C 2.46 -1.50 4.10
N 1.39 2.07 7.15
H 3.23 2.91 5.30
H 1.76 3.61 4.74
H 2.42 2.25 3.85
H 0.43 1.62 5.30
H 1.30 -0.43 6.23
H 3.00 0.17 6.08
H 3.35 -1.70 4.75
H 2.85 -1.47 3.06
H 1.69 -2.26 4.23
H 1.10 3.01 7.32
H 2.32 1.92 7.57
C 2.57 -4.21 -1.37
C 1.80 -3.76 -2.66
C 2.78 -3.21 -3.66
O 2.01 -2.44 -4.62
C 2.73 -2.05 -5.81
N 1.00 -4.87 -3.12
H 1.89 -4.57 -0.57
H 3.18 -3.36 -1.02
H 3.29 -4.98 -1.62
H 1.17 -2.92 -2.35
H 3.41 -3.94 -4.17
H 3.45 -2.51 -3.15
H 2.02 -1.62 -6.52
H 3.31 -2.87 -6.26
H 3.44 -1.24 -5.56
H 1.60 -5.70 -3.22
H 0.60 -4.66 -4.07
C -3.68 2.67 -0.71
C -3.69 3.00 0.75
C -2.24 2.97 1.26
O -2.29 3.21 2.67
C -1.11 3.65 3.30
N -4.28 4.38 0.93
H -3.50 1.59 -0.95
H -2.95 3.29 -1.19
H -4.65 2.86 -1.19
H -4.16 2.21 1.34
H -1.73 3.85 0.76
H -1.66 2.06 1.06
H -0.61 4.40 2.68
H -0.40 2.81 3.46
H -1.40 4.14 4.23
H -5.29 4.21 0.85
H -4.12 4.64 1.88
C -4.98 -2.50 -4.53
C -3.90 -1.82 -5.31
C -2.78 -2.86 -5.63
O -1.74 -2.43 -6.45
C -0.85 -1.43 -5.89
N -4.49 -1.28 -6.55
H -5.24 -3.44 -5.05
H -5.88 -1.94 -4.37
H -4.52 -2.74 -3.54
H -3.48 -0.95 -4.76
H -3.29 -3.65 -6.19
H -2.44 -3.25 -4.66
H -0.31 -1.84 -5.02
H -1.35 -0.55 -5.49
H -0.19 -1.14 -6.69
H -3.78 -0.87 -7.13
H -4.88 -2.08 -7.08
C 4.65 2.59 -2.38
C 5.05 1.43 -1.48
C 4.27 1.54 -0.18
O 4.70 0.58 0.80
C 4.30 0.86 2.14
N 4.78 0.16 -2.13
H 5.22 2.60 -3.30
H 4.65 3.52 -1.80
H 3.58 2.42 -2.59
H 6.13 1.52 -1.21
H 3.19 1.40 -0.28
H 4.49 2.56 0.21
H 4.76 1.79 2.56
H 4.57 0.00 2.75
H 3.21 0.96 2.25
H 5.02 -0.69 -1.60
H 5.38 0.09 -2.98
C 0.45 -4.76 1.83
C -0.81 -5.25 2.65
C -1.41 -4.22 3.59
O -0.35 -3.63 4.42
C -0.86 -2.60 5.25
N -1.95 -5.89 1.94
H 0.12 -3.97 1.12
H 0.91 -5.61 1.32
H 1.14 -4.27 2.53
H -0.37 -5.91 3.40
H -2.16 -4.72 4.20
H -1.89 -3.36 3.15
H -0.06 -2.32 5.94
H -1.75 -2.89 5.79
H -1.12 -1.67 4.68
H -2.28 -5.32 1.18
H -1.67 -6.76 1.52
C -6.02 -0.14 2.24
C -5.32 -0.98 1.21
C -3.79 -1.22 1.48
O -3.26 -2.04 0.40
C -2.67 -1.40 -0.67
N -6.10 -2.22 1.21
H -5.85 -0.49 3.26
H -7.09 -0.08 2.00
H -5.56 0.85 2.17
H -5.41 -0.62 0.20
H -3.72 -1.76 2.43
H -3.19 -0.31 1.53
H -2.01 -0.58 -0.33
H -3.43 -1.00 -1.38
H -2.09 -2.13 -1.19
H -6.14 -2.58 2.16
H -5.74 -2.88 0.54
C 1.69 6.21 -1.59
C 1.29 4.97 -0.95
C 1.64 4.93 0.53
O 3.03 4.92 0.60
C 3.46 4.96 1.93
N -0.21 4.85 -1.10
H 2.77 6.35 -1.64
H 1.29 6.97 -0.92
H 1.31 6.31 -2.63
H 1.79 4.14 -1.47
H 1.17 4.11 1.03
H 1.28 5.84 1.03
H 3.06 4.19 2.56
H 3.09 5.90 2.37
H 4.56 4.97 1.94
H -0.36 5.24 -2.02
H -0.49 3.87 -1.17
C -0.54 0.97 -2.54
C 0.80 0.72 -2.02
C 0.82 -0.18 -0.80
O 0.14 0.44 0.28
C 0.49 -0.08 1.57
N 1.65 0.23 -3.12
H -0.99 -0.01 -2.81
H -0.45 1.60 -3.44
H -1.16 1.42 -1.75
H 1.18 1.69 -1.71
H 1.87 -0.41 -0.53
H 0.39 -1.15 -1.03
H 0.07 0.59 2.34
H 1.57 -0.18 1.69
H 0.13 -1.12 1.70
H 1.26 -0.68 -3.42
H 2.60 0.00 -2.82
*
```

=====

(4)
Formula: C16H16MnO12
Source: the Open Molecules 2025 dataset
Level of theory: the ωB97M-V functional and the def2-TZVPD basis

Its expectation value of S² is 12.284. As for the LUMO energy (alpha / beta): 1.0 / 0.2 eV. The energy above the lowest of the compared OMol25 structures with the same formula, charge and spin comes out at 4.240 eV. The largest force on an atom comes out at 5.75 eV/Å. The calculation puts the calculated total energy at -72734.044 eV. For the HOMO-LUMO gap (alpha / beta), the calculation gives 0.0752 / 0.1236 Eh.

```
! RIJCOSX wB97M-V def2-TZVPD def2/J DEFGRID3
* xyz -1 7
Mn 0.98 -0.09 0.95
C -2.23 4.44 -0.27
C -3.42 3.60 -0.76
C -3.47 2.11 -0.18
O -4.56 1.53 -0.08
C -2.17 1.56 0.26
C -1.06 2.30 0.46
C -1.18 3.86 0.31
O -0.35 4.71 0.90
O 0.06 1.78 0.84
O -4.40 4.03 -1.34
H -2.34 5.51 -0.24
H -2.17 0.49 0.39
C -0.35 -0.94 -4.79
C -1.37 -2.03 -4.73
C -1.70 -2.61 -3.32
O -2.51 -3.54 -3.19
C -1.06 -2.10 -2.14
C -0.20 -1.02 -2.24
C 0.14 -0.44 -3.60
O 0.92 0.60 -3.71
O 0.28 -0.63 -1.09
O -1.93 -2.56 -5.74
H -0.02 -0.64 -5.77
H -1.32 -2.51 -1.17
C 3.07 0.28 2.86
C 3.69 0.91 1.65
O 3.00 0.41 0.46
O 1.69 0.48 2.89
H 3.43 0.63 3.82
H 3.30 -0.79 2.85
H 4.76 0.76 1.57
H 3.58 1.97 1.85
H 3.39 0.95 -0.22
H 1.38 1.12 3.54
C -0.38 -2.44 1.87
C 1.08 -2.83 1.97
O 1.81 -1.97 1.19
O -0.67 -1.03 1.87
H -0.79 -2.81 2.81
H -0.86 -2.93 1.03
H 1.17 -3.88 1.71
H 1.40 -2.99 3.00
H 2.67 -2.31 0.94
H -1.29 -0.94 2.60
*
```